Molecular formula: C29H59O15P
Method: DFT, ωB97M-V/def2-TZVPD

Properties
Total energy: -2610.1510 Eh
Structure (SMILES): COCPCCOC=O.CCOC(C)=O.CCOC(C)=O.CCOC(C)=O.CCOC(C)=O.CCOC(C)=O.CCOC(C)=O
Strongest force on any atom: 9.0 eV/A
Kohn-Sham gap: 8.425 eV
LUMO level: 0.19 eV
Charge: 0

Bonds (Å) are listed after each position.
Element x y z (Å)
1 C 0.027 -0.098 3.968  C6 1.639, H28 1.194, P30 1.911, H49 1.194
2 C 7.218 -0.135 -1.668  H47 1.093, H80 1.095, C82 1.516, H103 1.094
3 H -2.144 -0.352 4.722  C6 1.180
4 H -2.556 0.503 -3.061  C33 1.094
5 O 4.548 0.041 -2.375  C18 1.230
6 C -1.084 -0.095 5.173  C1 1.639, H3 1.180, O23 1.470, H60 1.194
7 C -2.468 -5.574 1.655  C17 1.499, H26 1.093, H56 1.089, H70 1.095
8 H 6.272 2.076 3.485  C57 1.093
9 H -2.601 1.998 3.138  C85 1.170
10 O 4.117 1.850 -3.626  C18 1.353, C97 1.440
11 H -7.652 -3.447 -1.558  C31 1.089
12 H 3.669 3.568 4.110  C102 1.095
13 H -1.066 -3.310 0.891  C73 1.093
14 H -2.628 1.663 1.284  C85 1.194
15 H -6.352 -5.169 -2.804  C51 1.093
16 H 2.001 3.452 -3.945  C71 1.095
17 C -3.628 -5.041 0.870  C7 1.499, O42 1.353, O65 1.230
18 C 4.015 0.525 -3.372  O5 1.230, O10 1.353, C20 1.499
19 H 0.241 1.703 1.980  P30 1.468
20 C 3.167 -0.323 -4.272  C18 1.499, H54 1.095, H59 1.093, H84 1.089
21 H -8.439 -3.786 -3.124  C31 1.093
22 H 3.969 1.870 -5.720  C97 1.094
23 O -1.066 1.092 6.041  C6 1.470, C99 1.470
24 C -4.602 0.583 3.245  H29 1.190, O36 1.480, H48 1.193, H88 1.174
25 C -7.043 -2.185 -3.228  C31 1.499, O61 1.230, O68 1.353
26 H -1.633 -5.768 0.976  C7 1.093
27 H -5.623 -3.293 -1.209  C46 1.094
28 H 1.055 0.432 4.263  C1 1.194
29 H -5.323 1.268 2.591  C24 1.190
30 P -0.604 0.540 2.280  C1 1.911, H19 1.468, C85 1.909
31 C -8.046 -3.002 -2.470  H11 1.089, H21 1.093, C25 1.499, H79 1.095
32 H -1.194 -1.641 1.480  C73 1.094
33 C -2.164 1.481 -3.356  H4 1.094, O44 1.440, H62 1.095, C69 1.516
34 H 5.732 2.419 -1.397  C98 1.089
35 O -2.801 3.118 -0.239  C83 1.230
36 O -3.426 0.094 2.492  C24 1.480, C85 1.481
37 H 1.925 3.350 -5.720  C71 1.094
38 H 4.566 -1.127 4.724  C53 1.095
39 H -2.989 -3.038 2.572  C87 1.094
40 H -1.822 -2.091 -0.124  C73 1.095
41 H 6.071 4.015 -0.777  C98 1.095
42 O -3.772 -3.702 0.741  C17 1.353, C87 1.440
43 H 7.278 3.207 -1.813  C98 1.093
44 O -2.083 2.369 -2.226  C33 1.440, C83 1.353
45 O 3.567 1.683 3.336  C96 1.353, C102 1.440
46 C -5.182 -3.444 -2.198  H27 1.094, C51 1.516, O68 1.440, H86 1.095
47 H 7.319 0.735 -2.322  C2 1.093
48 H -5.230 -0.361 3.618  C24 1.193
49 H 0.325 -1.241 3.797  C1 1.194
50 H -3.669 -1.818 1.515  C87 1.095
51 C -5.306 -4.874 -2.683  H15 1.093, C46 1.516, H55 1.094, H90 1.095
52 H 5.493 0.563 -0.524  C82 1.094
53 C 4.870 -0.189 4.249  H38 1.095, H75 1.089, H77 1.093, C96 1.499
54 H 3.603 -1.326 -4.317  C20 1.095
55 H -4.832 -5.563 -1.977  C51 1.094
56 H -2.143 -4.919 2.460  C7 1.089
57 C 5.632 2.962 3.508  H8 1.093, H58 1.094, H92 1.095, C102 1.516
58 H 6.144 3.745 4.074  C57 1.094
59 H 2.156 -0.387 -3.859  C20 1.093
60 H -0.812 -1.021 5.875  C6 1.194
61 O -7.408 -1.268 -3.962  C25 1.230
62 H -1.135 1.313 -3.690  C33 1.095
63 C 7.213 2.522 0.199  O81 1.353, O89 1.230, C98 1.499
64 H 1.606 1.923 -4.715  C71 1.093
65 O -4.394 -5.806 0.286  C17 1.230
66 H 4.349 2.347 5.167  C102 1.094
67 C -4.366 1.840 -1.487  C83 1.499, H94 1.089, H101 1.093, H104 1.095
68 O -5.736 -2.525 -3.159  C25 1.353, C46 1.440
69 C -2.954 2.112 -4.485  C33 1.516, H72 1.094, H74 1.095, H91 1.093
70 H -2.772 -6.513 2.130  C7 1.095
71 C 2.224 2.820 -4.811  H16 1.095, H37 1.094, H64 1.093, C97 1.516
72 H -2.964 1.458 -5.361  C69 1.094
73 C -1.706 -2.424 0.913  H13 1.093, H32 1.094, H40 1.095, C87 1.516
74 H -2.515 3.075 -4.768  C69 1.095
75 H 5.195 0.467 5.055  C53 1.089
76 O 2.944 -0.421 2.880  C96 1.230
77 H 5.706 -0.383 3.571  C53 1.093
78 O 0.570 2.763 5.432  C99 1.361
79 H -8.866 -2.346 -2.160  C31 1.095
80 H 8.232 -0.500 -1.470  C2 1.095
81 O 7.283 1.183 0.378  C63 1.353, C82 1.440
82 C 6.520 0.219 -0.371  C2 1.516, H52 1.094, O81 1.440, H95 1.095
83 C -3.023 2.464 -1.257  O35 1.230, O44 1.353, C67 1.499
84 H 3.122 0.034 -5.300  C20 1.089
85 C -2.409 1.160 2.344  H9 1.170, H14 1.194, P30 1.909, O36 1.481
86 H -4.121 -3.188 -2.104  C46 1.095
87 C -3.059 -2.727 1.526  H39 1.094, O42 1.440, H50 1.095, C73 1.516
88 H -4.338 1.197 4.209  C24 1.174
89 O 7.766 3.284 0.991  C63 1.230
90 H -4.829 -4.989 -3.662  C51 1.095
91 H -3.988 2.311 -4.191  C69 1.093
92 H 5.516 3.295 2.471  C57 1.095
93 H -1.426 2.994 4.680  C99 1.170
94 H -4.339 0.959 -2.126  C67 1.089
95 H 6.454 -0.676 0.257  C82 1.095
96 C 3.710 0.344 3.464  O45 1.353, C53 1.499, O76 1.230
97 C 3.700 2.480 -4.852  O10 1.440, H22 1.094, C71 1.516, H100 1.095
98 C 6.534 3.055 -1.027  H34 1.089, H41 1.095, H43 1.093, C63 1.499
99 C -0.710 2.319 5.313  O23 1.470, O78 1.361, H93 1.170
100 H 4.279 3.405 -4.935  C97 1.095
101 H -5.042 2.586 -1.913  C67 1.093
102 C 4.279 2.658 4.120  H12 1.095, O45 1.440, C57 1.516, H66 1.094
103 H 6.664 -0.910 -2.205  C2 1.094
104 H -4.762 1.504 -0.523  C67 1.095